{"formula": "C2H5FO2", "method": "wB97M-V/def2-TZVPD", "elements": ["C", "C", "O", "O", "F", "H", "H", "H", "H", "H"], "coordinates": [[-0.979234, 0.808500, 0.593336], [2.388983, -1.229624, -0.000324], [-0.253129, 0.194519, 1.624231], [0.197679, -1.065709, 1.405420], [2.434452, -2.458670, -0.308366], [-2.018404, 0.456405, 0.690280], [-0.485607, 0.590441, -0.370861], [-0.947809, 1.798055, 0.845441], [2.356715, -0.652985, -0.996537], [2.826421, -1.004331, 0.904330]], "forces_ev_per_angstrom": [[-0.5, -3.1, -1.1], [-1.2, 2.9, -3.3], [1.6, -1.3, 1.4], [-0.7, 1.4, -0.6], [0.0, -3.8, -0.4], [0.3, 0.0, -0.7], [-0.6, 0.1, 0.3], [0.1, 2.7, 0.4], [0.1, 0.0, 2.2], [0.9, 1.0, 1.7]], "homo_ev": [-10.1774, -8.1041], "spin_multiplicity": 1, "relative_energy_kj_mol": 704.3, "total_energy_ha": -329.2942, "gap_ev": [10.9739, 7.5888]}